40
Properties=species:S:1:pos:R:3:mulliken_charge:R:1 method="wB97M-V/def2-TZVPD" total_charge=0 homo_energy_ev=-7.19 lumo_energy_ev=-0.37 largest_force_ha_per_bohr=0.012 relative_energy_kj_mol=0.0 gap_ev=6.8
Pt -0.78990 -0.16422 -0.87416 0.654
S 0.42014 -1.44770 -2.34259 -0.435
C 1.48353 -0.19733 -2.99941 0.295
C 2.65309 -0.56772 -3.67007 -0.603
C 3.51786 0.38820 -4.17189 -0.557
C 3.23944 1.74690 -4.04306 -0.608
C 2.06694 2.13780 -3.42112 -0.476
C 1.21999 1.17276 -2.89544 0.656
S -0.37858 1.54900 -2.24763 -0.157
C -0.21016 2.84898 -0.99240 -0.745
C -1.25895 2.61340 0.07294 0.533
C -1.93187 3.68726 0.62045 -0.723
C -2.73940 3.48124 1.73151 -0.477
C -2.74817 2.22620 2.30809 -0.745
C -2.04000 1.18560 1.71578 0.697
C -1.85733 -0.10824 2.45074 -1.013
S -0.07823 -0.50324 2.49563 -0.146
C -0.06765 -2.25895 2.27849 0.470
C 0.68182 -2.99338 3.19461 -0.500
C 0.81449 -4.36482 3.06626 -0.514
C 0.17222 -5.01347 2.02002 -0.549
C -0.57477 -4.28976 1.10789 -0.732
C -0.70471 -2.90026 1.20276 0.345
S -1.75121 -2.12156 0.01682 -0.471
N -1.40836 1.35269 0.54436 0.037
H 2.88751 -1.62022 -3.76806 0.414
H 4.42710 0.07136 -4.66635 0.353
H 3.92268 2.48867 -4.43289 0.376
H 1.81227 3.18828 -3.34186 0.346
H -0.32075 3.83504 -1.43738 0.423
H 0.77734 2.75941 -0.53631 0.400
H -1.80559 4.67240 0.19437 0.372
H -3.29864 4.29742 2.16828 0.430
H -3.27585 2.03719 3.23226 0.382
H -2.38817 -0.92609 1.96346 0.339
H -2.22621 0.00820 3.46847 0.407
H 1.15609 -2.47226 4.01646 0.394
H 1.40483 -4.92213 3.78155 0.366
H 0.25952 -6.08668 1.90804 0.360
H -1.06237 -4.78993 0.28139 0.402